Entry 1:
This record from the OMol25 dataset describes C33H52N4O4P3S2Ti as an isolated structure. The level of theory is ωB97M-V/def2-TZVPD.

CARTESIAN COORDINATES (ANGSTROEM)
Ti -0.7703 0.3348 -0.3138
C -0.8615 -1.5230 5.0851
C -1.6129 -2.2672 3.9963
O -2.7633 -1.5511 3.5540
P -2.8020 -0.4500 2.3151
S -2.0837 2.0021 -0.2241
S -1.7952 -1.4991 0.8088
O -1.6082 0.5903 2.7967
C -2.0029 1.8703 3.3003
C -1.1090 2.2573 4.4577
H -0.0677 -2.1564 5.4906
H -1.5373 -1.2515 5.8985
H -0.4127 -0.6161 4.6856
H -1.9833 -3.2235 4.3736
H -0.9538 -2.4721 3.1502
H -3.0510 1.8353 3.6159
H -1.9217 2.5869 2.4789
H -1.2191 1.5603 5.2900
H -1.3704 3.2607 4.8022
H -0.0647 2.2632 4.1438
O 3.0951 0.8456 -1.2199
C 2.1074 1.1762 -0.5992
O 1.2380 0.3441 -0.0677
C 1.7796 2.6451 -0.3525
P 1.0241 2.8234 1.3345
C 2.5694 2.7290 2.3395
C 3.6322 3.6277 2.2527
C 4.7761 3.4514 3.0145
C 4.8796 2.3599 3.8700
C 3.8387 1.4486 3.9542
C 2.6911 1.6348 3.1931
C 0.6711 4.6308 1.3504
C 1.0516 5.4798 2.3879
C 0.6414 6.8069 2.4139
C -0.1663 7.3086 1.4040
C -0.5737 6.4670 0.3764
C -0.1666 5.1430 0.3540
H 1.0154 2.9368 -1.0777
H 2.6700 3.2524 -0.5093
H 3.5579 4.4780 1.5837
H 5.5935 4.1584 2.9406
H 5.7769 2.2209 4.4608
H 3.9196 0.5885 4.6073
H 1.8795 0.9171 3.2435
H 1.6782 5.1035 3.1878
H 0.9538 7.4500 3.2280
H -0.4850 8.3435 1.4253
H -1.2245 6.8413 -0.4047
H -0.5338 4.4817 -0.4225
N -0.7082 -0.1952 -2.0303
P -1.3018 -0.0123 -3.4495
N -0.2011 -0.5732 -4.5707
C -0.0581 -0.0967 -5.9398
C 0.1331 -1.2602 -6.9040
C 1.3622 -2.1155 -6.5186
C 1.8892 -1.7342 -5.1338
C 0.7577 -1.6055 -4.1285
N -2.7460 -0.7878 -3.6717
C -3.5233 -1.2954 -2.5409
C -3.3585 -2.8041 -2.4257
C -3.7397 -3.4872 -3.7394
C -2.9859 -2.8811 -4.9244
C -3.1465 -1.3635 -4.9416
N -1.5784 1.5337 -4.0125
C -2.8793 2.1920 -3.8791
C -3.0180 3.2651 -4.9525
C -1.8772 4.2752 -4.8525
C -0.5257 3.5668 -4.8958
C -0.4663 2.4727 -3.8378
H 0.7960 0.5899 -6.0239
H -0.9407 0.4850 -6.1994
H 0.2353 -0.8708 -7.9198
H -0.7706 -1.8750 -6.8867
H 2.1555 -2.0071 -7.2612
H 1.0854 -3.1730 -6.5101
H 2.4338 -0.7879 -5.1781
H 2.5971 -2.4844 -4.7775
H 1.1409 -1.3369 -3.1450
H 0.2544 -2.5775 -4.0251
H -4.5794 -1.0478 -2.7188
H -3.2141 -0.7987 -1.6257
H -3.9674 -3.1841 -1.6023
H -2.3128 -3.0106 -2.1767
H -4.8169 -3.3606 -3.9049
H -3.5517 -4.5622 -3.6833
H -3.3486 -3.3055 -5.8656
H -1.9191 -3.1155 -4.8432
H -4.2027 -1.1134 -5.1178
H -2.5708 -0.9191 -5.7526
H -2.9745 2.6446 -2.8854
H -3.6614 1.4409 -3.9778
H -3.9807 3.7698 -4.8368
H -3.0054 2.7926 -5.9413
H -1.9638 4.8108 -3.9001
H -1.9492 5.0203 -5.6490
H 0.2843 4.2806 -4.7251
H -0.3734 3.1211 -5.8846
H -0.5292 2.9208 -2.8367
H 0.4767 1.9255 -3.8918

Properties
ΔE to the lowest compared entry with this formula, charge and spin (kcal/mol): 0.00
Frontier orbital gap (eV): 7.31
Net charge: -1
Total energy (eV): -121877.3893
M (g mol⁻¹): 773.7

Entry 2:
This record from the OMol25 dataset describes C33H53MgN4O2P2 as an isolated structure at a distorted geometry. The level of theory is ωB97M-V/def2-TZVPD.

CARTESIAN COORDINATES (ANGSTROEM)
C -1.7488 -1.6837 -1.5704
C 0.5520 -1.8141 -1.5967
C -1.8574 -2.6523 -2.5814
C 0.5199 -2.9279 -2.4358
C -0.7133 -3.3622 -2.9779
H -2.8479 -2.8307 -2.9944
H 1.4296 -3.3905 -2.7857
H -0.8038 -4.2028 -3.6609
N -0.5808 -1.4332 -0.9587
P -3.0196 -0.4699 0.5792
P 2.9328 -0.4882 -0.2026
C -2.8932 -0.7309 -1.2222
H -2.6590 0.2426 -1.6895
H -3.8192 -1.1068 -1.6643
C 1.6970 -0.8343 -1.6277
H 2.3555 -1.1006 -2.4690
C 4.4528 0.2667 -1.1501
C 3.3520 -1.4224 1.4842
C -3.7633 1.2771 0.6854
C -4.2786 -1.8785 0.9045
C 4.4023 1.7607 -0.8054
H 4.4283 1.9172 0.2734
H 5.2744 2.2499 -1.2557
H 3.5051 2.2409 -1.2074
C 5.7980 -0.3607 -0.7284
H 6.0151 -0.2013 0.3344
H 5.8237 -1.4366 -0.9578
H 6.6138 0.1140 -1.3052
C 4.4035 0.1447 -2.6915
H 5.2242 0.7677 -3.0942
H 4.5975 -0.8865 -3.0288
H 3.4810 0.5304 -3.1460
C 4.1399 -0.4722 2.3797
H 3.5572 0.4287 2.6112
H 4.3590 -0.9859 3.3317
H 5.0963 -0.1566 1.9485
C 2.0592 -1.8035 2.2129
H 1.5222 -0.9149 2.5793
H 1.3932 -2.4012 1.5737
H 2.3268 -2.4133 3.0945
C 4.1408 -2.6939 1.1360
H 5.1111 -2.4805 0.6682
H 4.3334 -3.2727 2.0547
H 3.5642 -3.3294 0.4475
C -4.8419 -1.6870 2.3215
H -5.4324 -2.5816 2.5756
H -4.0475 -1.5888 3.0734
H -5.5117 -0.8169 2.3822
C -3.4654 -3.1859 0.8331
H -3.1001 -3.3792 -0.1837
H -2.6108 -3.1736 1.5193
H -4.1315 -4.0153 1.1137
C -5.4482 -1.9969 -0.0913
H -6.1316 -2.7652 0.3041
H -6.0246 -1.0716 -0.2011
H -5.1314 -2.3431 -1.0841
C -2.7457 2.2654 0.0802
H -2.5753 2.0939 -0.9890
H -3.1537 3.2790 0.1908
H -1.7767 2.2633 0.6058
C -3.9766 1.6395 2.1671
H -3.0426 1.5780 2.7457
H -4.3338 2.6807 2.2156
H -4.7308 1.0032 2.6463
C -5.0957 1.3733 -0.0658
H -5.0323 1.0009 -1.0980
H -5.9065 0.8573 0.4679
H -5.3752 2.4368 -0.1178
Mg -0.2681 0.0021 0.7676
C -1.3142 -1.4145 2.5167
O -1.4959 -2.0267 3.4845
N 1.4083 0.9346 -0.1784
C 1.3365 0.5937 -1.4891
C 1.0938 1.3717 -2.7218
C 0.9321 2.7376 -2.5843
C 1.1859 0.8066 -4.0143
C 0.7991 3.5597 -3.6944
H 0.8966 3.1009 -1.5641
C 1.0722 1.6320 -5.1491
H 1.3095 -0.2631 -4.1815
C 0.8577 3.0139 -4.9762
H 0.6117 4.6275 -3.5689
H 1.1287 1.1887 -6.1472
H 0.6916 3.6497 -5.8434
C 1.6444 3.3628 3.0456
N 0.5098 2.8645 3.8188
C -0.1830 1.7828 3.4597
N -1.2576 1.4348 4.2251
O 0.1217 1.1319 2.4077
H 1.3287 3.6485 2.0329
H 2.4333 2.6010 2.9781
H 2.0360 4.2425 3.5686
H 0.2039 3.3602 4.6321
H -1.5624 0.4730 4.1648
H -1.3750 1.9151 5.1074

Properties
Frontier orbital gap (spin up / spin down) (eV): 5.66 / 4.39
Net charge: +1
Total energy (eV): -69151.9888
M (g mol⁻¹): 624.1

Entry 3:
This record from the OMol25 dataset describes C33H53MoN2O2P2 as an isolated structure at a distorted geometry. The level of theory is ωB97M-V/def2-TZVPD.

CARTESIAN COORDINATES (ANGSTROEM)
C 2.4247 1.0026 0.5525
C 0.7108 2.0867 -0.7054
C 3.2691 2.1077 0.3854
C 1.6029 3.1189 -1.0570
C 2.8573 3.1708 -0.4451
H 4.2650 2.0926 0.8456
H 1.1773 3.9305 -1.6406
H 3.4964 4.0330 -0.6015
N 1.1873 0.9879 -0.0014
P 1.9356 -1.7470 0.8002
P -1.8355 1.2818 -0.0012
C 2.8708 -0.2265 1.3242
H 3.9536 -0.3789 1.1600
H 2.7319 -0.0714 2.4128
C -1.2419 -1.8395 1.2604
O -1.9428 -2.5971 1.9335
C -0.6775 2.2022 -1.0316
H -0.9436 2.6429 -2.0501
C -3.4363 0.8602 -1.0389
C -2.1687 2.8002 1.0643
C 2.8398 -2.3691 -0.7637
C 2.1935 -2.8937 2.2709
C -3.5420 -0.6661 -1.1959
H -3.5534 -1.1907 -0.2318
H -4.4890 -0.8891 -1.7118
H -2.7342 -1.0820 -1.7987
C -4.6991 1.3352 -0.3064
H -4.8119 0.8785 0.6831
H -4.7492 2.4233 -0.2096
H -5.5695 1.0280 -0.9024
C -3.3896 1.4945 -2.4317
H -4.3244 1.2277 -2.9516
H -3.3643 2.5848 -2.3965
H -2.5478 1.1370 -3.0273
C -3.2028 2.4613 2.1470
H -3.1837 1.4009 2.4390
H -2.9671 3.0605 3.0353
H -4.2187 2.7284 1.8416
C -0.8522 3.1980 1.7491
H -0.4683 2.4052 2.3995
H -0.0712 3.4894 1.0440
H -1.0833 4.0591 2.3822
C -2.6417 3.9425 0.1337
H -2.6911 3.6978 -0.9321
H -3.6328 4.2838 0.4427
H -1.9611 4.7955 0.2236
C 1.4683 -4.2250 2.0096
H 1.5477 -4.8250 2.9258
H 0.4017 -4.0763 1.7917
H 1.9277 -4.7983 1.1995
C 1.5610 -2.2478 3.5165
H 2.0532 -1.3112 3.8034
H 0.4879 -2.0485 3.3990
H 1.6857 -2.9528 4.3521
C 3.6776 -3.1240 2.5747
H 3.7448 -3.4993 3.6006
H 4.1225 -3.8803 1.9285
H 4.2666 -2.2044 2.5252
C 2.8172 -1.2831 -1.8584
H 3.4627 -1.6195 -2.6782
H 1.8261 -1.1566 -2.2819
H 3.1811 -0.3155 -1.5041
C 2.0922 -3.6045 -1.2922
H 1.0250 -3.3988 -1.4544
H 2.5329 -3.8871 -2.2588
H 2.1799 -4.4670 -0.6242
C 4.3137 -2.6946 -0.4875
H 4.8385 -1.8669 0.0044
H 4.4405 -3.6099 0.0954
H 4.8045 -2.8624 -1.4563
Mo -0.1681 -0.6065 0.3198
N -0.2970 -0.9761 -1.7361
C -0.4438 -0.1104 -2.6165
C -0.2621 0.4102 -3.8910
C -0.4790 -0.7066 -4.6983
C 0.0773 1.7128 -4.3918
C -0.3350 -0.5760 -6.0622
H -0.6970 -1.6185 -4.1445
C 0.2280 1.8158 -5.7748
H 0.2871 2.5693 -3.7406
C 0.0197 0.6851 -6.5659
H -0.4844 -1.4775 -6.6512
H 0.5354 2.7907 -6.2313
H 0.1354 0.7382 -7.6639
C -1.7448 -0.9745 5.2566
C -1.5877 0.1093 4.2166
O -0.2063 0.1550 3.8346
H -1.6002 -1.9638 4.8053
H -2.7538 -0.9353 5.6694
H -1.0247 -0.8522 6.0740
H -2.2096 -0.1127 3.3414
H -1.8812 1.0863 4.6212
H -0.0880 0.7973 3.1009

Properties
ΔE to the lowest compared entry with this formula, charge and spin (kcal/mol): 0.00
Frontier orbital gap (spin up / spin down) (eV): 5.17 / 6.63
Multiplicity: 3
Net charge: +3
Total energy (eV): -62559.9151
M (g mol⁻¹): 667.7

Entry 4:
This record from the OMol25 dataset describes C33H54MnN4O5PSe as an isolated structure at a distorted geometry. The level of theory is ωB97M-V/def2-TZVPD.

CARTESIAN COORDINATES (ANGSTROEM)
Mn -1.0640 1.9520 0.5373
C -1.7347 2.0845 3.8721
C -0.5730 3.0839 3.8350
C -1.1047 4.5150 3.7739
C 0.3633 2.7521 2.6865
C 1.2902 1.7150 2.8381
C 2.2863 1.5000 1.9062
C 2.3908 2.2948 0.7625
C 3.5124 2.0756 -0.2048
C 1.4603 3.3069 0.5841
C 0.4531 3.5459 1.5328
H -2.3784 2.2777 4.7300
H -1.3698 1.0609 3.9438
H -2.3368 2.1652 2.9574
H 0.0062 2.9714 4.7566
H -1.7855 4.6417 2.9290
H -0.2892 5.2320 3.6837
H -1.6509 4.7499 4.6859
H 1.2628 1.1048 3.7328
H 3.0293 0.7324 2.0753
H 4.4629 2.3678 0.2447
H 3.3687 2.6579 -1.1130
H 3.5820 1.0201 -0.4694
H 1.5781 3.9883 -0.2504
H -0.1213 4.4632 1.4585
C -1.4658 2.6237 -4.5345
C -0.4228 1.6204 -4.0148
C -0.7673 0.2039 -4.5035
C 0.9877 2.0206 -4.4769
C -0.4516 1.6233 -2.5630
N -0.4718 1.6285 -1.4177
H -1.5237 2.5378 -5.6182
H -1.1899 3.6454 -4.2783
H -2.4507 2.4222 -4.1146
H -0.7351 0.1854 -5.5917
H -1.7674 -0.0838 -4.1797
H -0.0529 -0.5227 -4.1187
H 1.0217 2.0138 -5.5651
H 1.7340 1.3222 -4.0991
H 1.2447 3.0207 -4.1284
C -0.3468 -4.6432 -4.4972
C -0.8954 -3.8227 -3.3330
C -0.0999 -3.9909 -2.0412
C 1.3478 -3.5089 -2.1569
N 1.9543 -3.3950 -0.8473
C 1.7237 -2.3693 0.0114
Se 1.0062 -0.7593 -0.4797
N 2.3146 -2.6560 1.1989
C 2.1563 -1.8806 2.4125
C 1.5209 -2.6909 3.5436
C 0.0221 -2.9378 3.3417
C -0.8316 -1.8336 3.9557
C 2.9895 -3.8617 1.0800
C 3.8366 -4.5442 1.9431
C 4.3822 -5.7347 1.4943
C 4.1009 -6.2287 0.2211
C 3.2769 -5.5419 -0.6529
C 2.7349 -4.3439 -0.2107
H -1.0042 -4.5645 -5.3621
H -0.2774 -5.6955 -4.2219
H 0.6434 -4.2979 -4.7951
H -1.9254 -4.1276 -3.1375
H -0.9202 -2.7645 -3.6060
H -0.1121 -5.0421 -1.7418
H -0.5866 -3.4067 -1.2577
H 1.3647 -2.5190 -2.6185
H 1.9505 -4.1920 -2.7546
H 1.5179 -1.0322 2.1612
H 3.1371 -1.5057 2.7210
H 1.6767 -2.1438 4.4761
H 2.0389 -3.6442 3.6402
H -0.2483 -3.8920 3.7959
H -0.1988 -3.0108 2.2748
H -0.6312 -1.7411 5.0240
H -1.8909 -2.0512 3.8255
H -0.6230 -0.8735 3.4797
H 4.0771 -4.1594 2.9228
H 5.0440 -6.2897 2.1439
H 4.5421 -7.1650 -0.0889
H 3.0716 -5.9215 -1.6435
C -4.7025 4.1872 1.6952
O -3.7237 4.4231 0.6768
P -2.9785 3.2275 -0.0878
O -4.2538 2.4372 -0.6263
C -4.1856 1.1051 -1.1508
O -2.5914 4.0235 -1.4358
C -1.5167 4.9590 -1.4738
H -5.2534 5.1149 1.8236
H -4.2228 3.9149 2.6365
H -5.3896 3.3992 1.3906
H -5.2111 0.7984 -1.3401
H -3.7324 0.4217 -0.4302
H -3.6139 1.0836 -2.0802
H -1.5455 5.4232 -2.4571
H -0.5523 4.4614 -1.3302
H -1.6413 5.7351 -0.7165
O -1.2220 -1.7446 0.5260
N -2.0954 -0.9413 0.7330
O -1.7349 0.2337 1.1419

Properties
Frontier orbital gap (spin up / spin down) (eV): 5.88 / 6.03
Multiplicity: 2
Net charge: +1
Total energy (eV): -157243.4400
M (g mol⁻¹): 751.7

Entry 5:
This record from the OMol25 dataset describes C33H54N4O3S4SiTi as an isolated structure at a distorted geometry. The level of theory is ωB97M-V/def2-TZVPD.

CARTESIAN COORDINATES (ANGSTROEM)
Ti 0.2059 1.2682 -0.1409
C 3.4242 1.9781 1.8998
C 2.9805 0.6268 1.3008
N 1.5246 0.4283 1.3217
C 0.9703 0.1292 2.6521
C 0.6311 1.3686 3.4852
S -0.3179 2.5744 2.4725
C 0.6179 4.1372 2.7095
C 2.1357 3.9862 2.6126
N 2.5314 3.0713 1.5600
H 3.5302 1.8798 2.9881
H 4.4245 2.2107 1.5080
H 3.2982 0.5515 0.2542
H 3.4843 -0.1828 1.8489
H 1.3215 -0.4067 0.7316
H 0.0423 -0.4308 2.4911
H 1.6676 -0.5072 3.2192
H -0.0048 1.0848 4.3237
H 1.5072 1.8706 3.8804
H 0.2357 4.7662 1.9026
H 0.3198 4.5697 3.6631
H 2.5517 4.9821 2.4061
H 2.5412 3.6699 3.5821
H 1.6957 2.7229 1.0698
C -3.2716 0.4795 3.0178
C -2.7937 -0.9410 2.7136
C -2.1007 -1.5603 3.9276
C -3.9882 -1.8125 2.3399
O -1.8509 -0.8415 1.6274
Si -1.3955 -1.9954 0.5670
S -0.1642 -0.9632 -0.8540
O -0.4633 -2.9828 1.4449
C -0.0279 -4.3324 1.2828
C 1.2917 -4.4514 2.0502
C 0.1856 -4.6729 -0.1879
C -1.0961 -5.2466 1.8835
O -2.5378 -2.8426 -0.1823
C -3.3338 -2.6650 -1.3567
C -4.6106 -3.4690 -1.1116
C -2.5605 -3.2222 -2.5535
C -3.6433 -1.1868 -1.5768
H -4.0770 0.4566 3.7477
H -3.6374 0.9419 2.1046
H -2.4574 1.0872 3.4040
H -2.8255 -1.6919 4.7254
H -1.2953 -0.9282 4.2895
H -1.6925 -2.5286 3.6559
H -4.7030 -1.8192 3.1593
H -3.6656 -2.8316 2.1462
H -4.4764 -1.4205 1.4516
H 2.0660 -3.8683 1.5564
H 1.6069 -5.4902 2.0869
H 1.1677 -4.0855 3.0665
H 0.8809 -3.9708 -0.6413
H -0.7584 -4.6086 -0.7167
H 0.5843 -5.6793 -0.2793
H -1.2064 -5.0557 2.9489
H -0.8225 -6.2881 1.7399
H -2.0468 -5.0547 1.3918
H -4.3608 -4.5119 -0.9394
H -5.2710 -3.4032 -1.9684
H -5.1288 -3.0907 -0.2351
H -2.3753 -4.2849 -2.4198
H -1.6030 -2.7137 -2.6478
H -3.1314 -3.0744 -3.4667
H -4.0429 -0.7467 -0.6682
H -4.3682 -1.0639 -2.3770
H -2.7314 -0.6507 -1.8402
C 2.7282 3.2617 -1.2972
C 1.3670 3.5046 -1.8743
C 1.2928 4.4460 -2.9055
C 0.1124 4.7101 -3.5443
C -1.0446 4.0247 -3.1211
C -2.2920 4.2373 -3.7355
C -3.4074 3.5737 -3.2934
C -3.3233 2.7361 -2.1873
C -2.1160 2.5312 -1.5365
S -2.0819 1.6515 -0.0317
C -0.9225 3.1155 -2.0309
N 0.2902 2.8291 -1.4279
H 2.9255 3.9236 -0.4526
H 3.4812 3.4654 -2.0590
H 2.8266 2.2268 -0.9758
H 2.2029 4.9488 -3.1896
H 0.0611 5.4258 -4.3493
H -2.3522 4.9344 -4.5563
H -4.3590 3.7109 -3.7799
H -4.2056 2.2575 -1.7929
S 2.2784 0.1668 -2.2203
C 3.8157 0.1952 -2.8822
N 3.9675 -0.3039 -4.1455
C 5.1516 -0.4074 -4.7762
C 6.2946 0.0065 -4.1622
C 6.2063 0.5508 -2.8625
C 4.9972 0.6450 -2.2419
H 3.1195 -0.6434 -4.5859
H 5.1417 -0.8267 -5.7703
H 7.2448 -0.0937 -4.6524
H 7.1017 0.8864 -2.3632
H 4.9135 1.0473 -1.2457

Properties
ΔE to the lowest compared entry with this formula, charge and spin (kcal/mol): 48.89
Frontier orbital gap (spin up / spin down) (eV): 6.76 / 6.80
Multiplicity: 2
Net charge: +1
Total energy (eV): -121536.6530
M (g mol⁻¹): 759.0